{
  "formula": "C27H50HfP2",
  "method": "the ωB97M-V functional and the def2-TZVPD basis",
  "symbols": ["Hf", "C", "C", "C", "C", "C", "C", "H", "H", "H", "C", "H", "H", "H", "C", "H", "H", "H", "C", "H", "H", "H", "C", "H", "H", "H", "C", "C", "C", "C", "C", "C", "C", "C", "H", "H", "H", "H", "H", "H", "H", "H", "H", "H", "H", "H", "P", "C", "C", "P", "C", "C", "C", "H", "H", "H", "H", "H", "H", "H", "H", "H", "H", "H", "H", "H", "H", "C", "C", "C", "C", "H", "H", "H", "H", "H", "H", "H", "H", "H"],
  "coordinates": [[-1.39047, 0.42249, -1.55928], [-0.35256, 0.71963, 0.65259], [-0.87258, 1.97486, 0.16584], [-2.66568, 0.65537, 0.85680], [-1.46312, -0.04555, 1.15263], [-2.32283, 1.87883, 0.18284], [1.08494, 0.33581, 0.79185], [1.74702, 1.06236, 0.30594], [1.28345, -0.63859, 0.32120], [1.38509, 0.25483, 1.84888], [-1.36169, -1.25376, 2.00734], [-0.34468, -1.37426, 2.40400], [-1.61737, -2.16378, 1.44551], [-2.05590, -1.17147, 2.85724], [-4.01578, 0.28855, 1.36323], [-3.99611, 0.23100, 2.46404], [-4.34965, -0.69209, 0.98855], [-4.76213, 1.03955, 1.07365], [-3.28206, 2.97897, -0.15136], [-3.87254, 3.27547, 0.73029], [-3.99132, 2.66965, -0.93328], [-2.76467, 3.87277, -0.52307], [-0.09720, 3.22176, -0.09702], [-0.47293, 4.03462, 0.54424], [-0.18682, 3.55803, -1.14139], [0.96735, 3.07724, 0.12374], [4.76842, -1.75483, -1.41324], [4.54844, -0.61505, -0.73919], [4.97897, 0.77036, -1.14588], [4.83705, 1.17609, -2.64833], [3.43053, 0.79113, -2.97885], [3.12774, -0.50708, -3.54042], [4.30598, -1.34839, -3.98243], [5.27113, -1.83324, -2.82891], [6.00687, 0.97995, -0.79981], [5.57860, 0.68389, -3.29678], [4.30584, 1.43279, -0.57589], [6.20748, -1.25101, -2.90139], [4.72043, -2.72326, -0.89225], [4.10808, -0.67776, 0.26381], [5.51810, -2.88367, -3.06871], [3.97240, -2.24207, -4.55230], [2.28703, -1.08882, -3.13841], [4.93338, -0.77854, -4.69208], [4.95139, 2.26740, -2.72870], [2.76149, 1.10736, -2.15668], [2.11071, 1.11539, -4.40276], [2.83100, 0.78794, -6.06191], [2.23692, 2.92994, -4.33328], [-1.10431, 1.29743, -3.70848], [0.35635, 0.73435, -4.70917], [-1.28860, 3.10410, -4.00805], [-2.43378, 0.76794, -4.90785], [2.36547, -0.10620, -6.50423], [3.91486, 0.62914, -6.00783], [2.62029, 1.64353, -6.71786], [2.41707, 3.30744, -5.34804], [3.08397, 3.23462, -3.70882], [1.31374, 3.37935, -3.94743], [-2.05039, 0.85656, -5.93824], [-3.29327, 1.44496, -4.77062], [-2.74233, -0.27053, -4.70470], [0.30333, -0.36492, -4.80640], [0.15381, 1.13336, -5.72090], [-2.36174, 3.32205, -3.89270], [-0.98641, 3.38464, -5.03057], [-0.74476, 3.70236, -3.26572], [-2.43167, -3.24548, -0.90358], [-2.11308, -2.14704, -1.94293], [-3.28961, -1.11896, -1.98575], [-0.66187, -1.58475, -1.76776], [-3.10203, -3.99205, -1.34390], [-2.92890, -2.85263, -0.00988], [-1.52492, -3.76910, -0.59353], [-2.13792, -2.64986, -2.92557], [-3.17452, 0.05683, -1.93947], [-3.83494, -1.25810, -2.93988], [-4.00762, -1.33838, -1.17391], [-0.06610, -1.80622, -2.66810], [-0.13750, -2.04269, -0.91162]],
  "lowdin_charge": [1.349, -0.307, -0.347, -0.246, -0.236, -0.326, -0.036, 0.062, 0.077, 0.108, 0.003, 0.094, 0.070, 0.103, -0.006, 0.110, 0.083, 0.090, -0.028, 0.105, 0.084, 0.085, -0.025, 0.109, 0.057, 0.085, -0.095, -0.118, -0.165, -0.150, -0.373, -0.275, -0.175, -0.159, 0.133, 0.111, 0.102, 0.117, 0.114, 0.102, 0.118, 0.122, 0.094, 0.101, 0.116, 0.111, 0.865, -0.170, -0.169, 0.703, -0.436, -0.239, -0.218, 0.069, 0.065, 0.059, 0.064, 0.057, 0.019, 0.066, 0.065, 0.039, 0.072, 0.074, 0.059, 0.079, 0.026, -0.056, -0.435, -0.101, -0.251, 0.098, 0.068, 0.092, 0.136, 0.037, 0.106, 0.095, 0.054, 0.064],
  "gap_ev": [3.28, 3.28],
  "charge": 2,
  "spin_multiplicity": 1,
  "lumo_energy_ev": [-7.7, -7.7]
}

***

{
  "formula": "C3H13NO3",
  "method": "the ωB97M-V functional and the def2-TZVPD basis",
  "symbols": ["N", "C", "C", "C", "O", "H", "H", "H", "H", "H", "H", "H", "H", "H", "O", "H", "H", "O", "H", "H"],
  "coordinates": [[1.71173, 2.40330, 0.99031], [1.31536, 1.00346, 1.14414], [-0.19063, 0.90914, 0.93510], [-0.91727, -0.44042, 1.19544], [-0.96366, -1.32408, 0.04013], [2.65076, 2.58431, 1.30859], [1.06880, 2.99219, 1.50732], [1.82204, 0.46269, 0.36084], [1.48987, 0.64337, 2.16161], [-0.54843, 1.21332, -0.04266], [-0.60035, 1.55120, 1.72946], [-1.93031, -0.06059, 1.24458], [-0.41982, -0.97598, 2.00091], [-1.88719, -1.53951, -0.09619], [1.84270, -1.65217, -0.73783], [2.06855, -1.98644, -1.60639], [0.89122, -1.67732, -0.57727], [-2.47376, -0.46823, -2.89409], [-1.67403, -0.57471, -2.43964], [-2.20827, -0.63910, -3.80419]],
  "lowdin_charge": [-0.019, -0.294, -0.189, -0.203, -0.106, 0.059, 0.055, 0.086, 0.112, 0.116, 0.111, 0.112, 0.120, 0.082, -0.059, 0.033, -0.003, -0.034, -0.021, 0.043],
  "smiles": "NCCCO.O.O",
  "gap_ev": 9.78,
  "charge": 0,
  "spin_multiplicity": 1,
  "lumo_energy_ev": 0.6
}

***

{
  "formula": "C25H22F12NO5Se2Te2W",
  "method": "the ωB97M-V functional and the def2-TZVPD basis",
  "symbols": ["W", "C", "C", "C", "C", "C", "N", "C", "C", "C", "C", "C", "C", "C", "C", "O", "C", "F", "F", "F", "C", "F", "F", "F", "C", "C", "C", "O", "C", "F", "F", "F", "C", "F", "F", "F", "H", "H", "H", "H", "H", "H", "H", "H", "H", "H", "H", "H", "Se", "Te", "Te", "Se", "C", "O", "C", "C", "O", "C", "H", "H", "H", "H", "H", "H", "H", "H", "H", "H", "O", "C"],
  "coordinates": [[-1.73549, -0.58302, -1.29298], [-0.19817, -2.96513, 5.97788], [-0.09715, -2.21350, 4.68289], [0.96643, -1.36773, 4.41281], [1.01161, -0.64739, 3.23394], [0.02222, -0.77584, 2.26825], [0.06742, 0.02309, 1.08282], [1.19368, 0.83834, 0.70887], [1.51475, 1.91848, 1.51869], [2.58941, 2.73656, 1.21339], [3.35401, 2.49652, 0.07959], [4.54462, 3.34550, -0.25814], [2.99450, 1.43903, -0.75159], [1.91743, 0.61165, -0.46373], [1.46873, -0.51076, -1.39006], [0.10425, -0.40399, -1.68353], [2.16296, -0.48154, -2.78241], [3.45764, -0.78129, -2.68992], [1.58239, -1.35085, -3.61855], [2.05696, 0.72745, -3.35728], [1.79405, -1.91502, -0.73861], [2.85636, -1.82526, 0.06199], [0.76034, -2.35190, -0.00677], [2.05175, -2.86872, -1.64086], [-0.99917, -1.72685, 2.45894], [-1.05733, -2.37331, 3.69241], [-2.08568, -2.17143, 1.45445], [-1.90221, -1.76447, 0.10325], [-2.02004, -3.73454, 1.24935], [-2.26475, -4.46878, 2.32537], [-0.81741, -4.06979, 0.79677], [-2.92464, -4.08211, 0.30776], [-3.56291, -1.75972, 1.91863], [-3.57260, -0.90092, 2.92233], [-4.26925, -2.82518, 2.32103], [-4.25269, -1.21868, 0.89557], [0.24075, -2.39682, 6.79649], [-1.23567, -3.18038, 6.22876], [0.33251, -3.91691, 5.91275], [1.75586, -1.23797, 5.14222], [1.83036, 0.03352, 3.06575], [0.91387, 2.10876, 2.39839], [2.83112, 3.56860, 1.86235], [4.56906, 4.24897, 0.34810], [5.46995, 2.79573, -0.07842], [4.53561, 3.63590, -1.30868], [3.59058, 1.27667, -1.63789], [-1.88375, -3.03527, 3.90708], [-1.40829, -2.68934, -2.78633], [-3.84008, -2.51267, -2.39431], [-4.35210, -0.02864, -3.29589], [-3.45086, 1.20704, -1.30199], [-0.82472, 3.89285, -0.79750], [-0.57078, 2.71364, -1.54704], [-0.35175, 2.96307, -2.92239], [-1.33796, 2.20154, -3.78973], [-1.28106, 0.76376, -3.67248], [-0.81969, 0.17580, -4.89340], [0.04725, 4.55233, -0.78783], [-1.04567, 3.59116, 0.22477], [-1.68421, 4.44060, -1.19697], [0.67828, 2.71220, -3.18009], [-0.49697, 4.02576, -3.14061], [-1.15231, 2.46776, -4.83274], [-2.35549, 2.51533, -3.55109], [0.21034, 0.46990, -5.09515], [-1.46233, 0.49226, -5.71788], [-0.87308, -0.90294, -4.78617], [-2.13035, 0.64953, 1.25024], [-1.16048, 0.39935, 0.56512]],
  "lowdin_charge": [1.214, -0.033, -0.242, -0.007, 0.014, -0.121, 0.021, -0.156, -0.001, -0.005, -0.237, -0.032, 0.042, -0.053, -0.212, -0.331, -0.552, 0.193, 0.152, 0.159, -0.523, 0.194, 0.140, 0.171, -0.050, 0.027, -0.159, -0.404, -0.558, 0.183, 0.183, 0.104, -0.534, 0.194, 0.172, 0.099, 0.083, 0.084, 0.092, 0.125, 0.111, 0.135, 0.123, 0.081, 0.094, 0.087, 0.124, 0.129, 0.189, 0.503, 0.478, 0.261, -0.088, -0.259, -0.184, -0.208, -0.416, -0.105, 0.097, 0.087, 0.095, 0.123, 0.134, 0.133, 0.076, 0.094, 0.100, 0.022, 0.006, -0.461],
  "gap_ev": 5.97,
  "charge": 1,
  "spin_multiplicity": 1,
  "lumo_energy_ev": -5.0
}

***

{
  "formula": "C39H60N2O12S",
  "method": "the ωB97M-V functional and the def2-TZVPD basis",
  "symbols": ["C", "C", "C", "O", "C", "C", "C", "C", "C", "C", "N", "C", "S", "C", "C", "O", "C", "C", "O", "C", "O", "N", "C", "C", "C", "O", "O", "C", "O", "H", "H", "H", "H", "H", "H", "H", "H", "H", "H", "H", "H", "H", "H", "H", "H", "H", "H", "H", "H", "C", "C", "C", "O", "C", "H", "H", "H", "H", "H", "H", "H", "H", "C", "C", "C", "O", "C", "H", "H", "H", "H", "H", "H", "H", "H", "C", "C", "C", "O", "C", "H", "H", "H", "H", "H", "H", "H", "H", "C", "C", "C", "O", "C", "H", "H", "H", "H", "H", "H", "H", "H", "C", "C", "C", "O", "C", "H", "H", "H", "H", "H", "H", "H", "H"],
  "coordinates": [[0.23296, 0.43591, 1.52085], [-0.01904, 0.81222, 0.03374], [-1.25242, 0.08307, -0.58399], [-2.31733, 0.99224, -0.85924], [-3.10817, 1.10255, 0.31668], [-4.24743, 2.07565, 0.08613], [-5.43220, 1.52078, -0.32968], [-6.50922, 2.32338, -0.57954], [-6.38994, 3.68712, -0.38884], [-5.20784, 4.23847, 0.01988], [-5.15410, 5.68119, 0.15101], [-5.45512, 6.04067, 1.27733], [-5.48060, 6.38779, 2.79955], [-4.09443, 3.44427, 0.26879], [-2.72641, 3.94971, 0.67924], [-2.74311, 5.25527, 1.23630], [-1.50713, 5.74400, 1.57904], [-0.22945, 5.39327, 0.82666], [-1.45306, 6.52458, 2.49584], [-7.73297, 4.34757, -0.71152], [-7.99999, 5.51473, -0.64567], [-8.55184, 3.27488, -1.09127], [-9.79133, 3.16747, -0.24229], [-9.46640, 2.63889, 1.16820], [-10.37158, 3.20882, 2.24935], [-11.05382, 4.18764, 2.09239], [-10.36715, 2.48340, 3.41151], [-7.90744, 1.99985, -1.07415], [-8.40614, 0.96670, -1.41964], [-0.22725, 1.20152, 2.15603], [-0.21429, -0.52017, 1.80935], [1.30244, 0.43377, 1.72178], [0.86415, 0.66866, -0.59272], [-0.28632, 1.87652, 0.02164], [-0.98821, -0.47438, -1.48745], [-1.55963, -0.67549, 0.15211], [-2.50472, 1.35871, 1.19811], [-3.56321, 0.12341, 0.53537], [-5.50825, 0.44986, -0.49385], [-2.06263, 3.84079, -0.18740], [-2.36376, 3.26822, 1.46280], [-0.16064, 4.35496, 0.49754], [-0.17954, 6.01473, -0.07822], [0.60910, 5.70025, 1.44695], [-10.23309, 4.16529, -0.20414], [-10.48039, 2.49395, -0.75156], [-8.43312, 2.82247, 1.48700], [-9.61274, 1.55143, 1.16208], [-10.24088, 3.10232, 4.14205], [4.97276, 6.71146, -0.14485], [4.01831, 7.89077, -0.26987], [2.67193, 7.22850, -0.02605], [2.90873, 6.12800, 0.86334], [4.31983, 5.89768, 0.96052], [5.99759, 6.99740, 0.08776], [4.98093, 6.13975, -1.07628], [4.22385, 8.62161, 0.51590], [4.07307, 8.40053, -1.23076], [2.25283, 6.82728, -0.95586], [1.94322, 7.90798, 0.41832], [4.65029, 6.23442, 1.94861], [4.52081, 4.82941, 0.87311], [3.13125, -1.62865, 5.50796], [3.61540, -2.05426, 4.12877], [2.66466, -1.29652, 3.21913], [2.30712, -0.08739, 3.90572], [2.74184, -0.17881, 5.26809], [3.87918, -1.74340, 6.29177], [2.24999, -2.21148, 5.78931], [4.63841, -1.71009, 3.96937], [3.59173, -3.12922, 3.96567], [1.74639, -1.86772, 3.04083], [3.11371, -1.05150, 2.25547], [3.60148, 0.48825, 5.39439], [1.94143, 0.15819, 5.92828], [7.26719, -5.15591, 1.42020], [7.80889, -4.84473, 2.80894], [7.08074, -3.55218, 3.14583], [5.81766, -3.60551, 2.47559], [5.82421, -4.69281, 1.53802], [7.35445, -6.20423, 1.13841], [7.79342, -4.55663, 0.67283], [7.51525, -5.63284, 3.50695], [8.89293, -4.74361, 2.84697], [7.62685, -2.67876, 2.77236], [6.91919, -3.42755, 4.21837], [5.18342, -5.48687, 1.93629], [5.41001, -4.35922, 0.58796], [2.49170, -5.95700, -3.01018], [1.65323, -5.11818, -2.05525], [2.39305, -5.30794, -0.73932], [3.77269, -5.49989, -1.06825], [3.89599, -5.71776, -2.48083], [2.37859, -5.67881, -4.05673], [2.22731, -7.01279, -2.90758], [1.68761, -4.06751, -2.35639], [0.60820, -5.42278, -2.00240], [2.04256, -6.20145, -0.21115], [2.29407, -4.44967, -0.07206], [4.33914, -4.81937, -2.92422], [4.56454, -6.56007, -2.66258], [0.23216, -6.74267, -7.99864], [-0.60532, -5.89979, -7.04810], [0.13413, -6.08613, -5.73262], [1.51614, -6.28037, -6.06017], [1.63786, -6.50265, -7.47106], [0.11956, -6.46767, -9.04640], [-0.03319, -7.79741, -7.89227], [-0.57002, -4.85085, -7.35246], [-1.64995, -6.20299, -6.99444], [-0.21698, -6.97747, -5.20140], [0.03511, -5.22542, -5.06902], [2.08191, -5.60693, -7.91801], [2.30475, -7.34666, -7.64996]],
  "lowdin_charge": [-0.093, -0.188, -0.210, -0.116, -0.175, -0.116, 0.050, -0.063, -0.017, -0.130, 0.129, -0.742, 0.794, -0.039, -0.106, -0.023, -0.477, 0.026, 0.114, -0.347, 0.156, 0.046, -0.090, -0.060, -0.489, 0.126, 0.086, -0.357, 0.151, 0.070, 0.072, 0.049, 0.102, 0.087, 0.120, 0.106, 0.116, 0.129, 0.141, 0.138, 0.135, 0.065, 0.100, 0.078, 0.124, 0.130, 0.137, 0.133, 0.122, -0.173, -0.171, -0.214, -0.161, -0.199, 0.112, 0.114, 0.116, 0.113, 0.116, 0.120, 0.119, 0.117, -0.169, -0.176, -0.214, -0.159, -0.202, 0.111, 0.113, 0.108, 0.110, 0.114, 0.118, 0.117, 0.116, -0.169, -0.173, -0.210, -0.164, -0.196, 0.113, 0.114, 0.114, 0.111, 0.118, 0.115, 0.121, 0.105, -0.172, -0.174, -0.205, -0.159, -0.194, 0.090, 0.121, 0.114, 0.111, 0.118, 0.114, 0.118, 0.117, -0.172, -0.171, -0.209, -0.167, -0.198, 0.113, 0.115, 0.115, 0.113, 0.121, 0.115, 0.118, 0.117],
  "smiles": "CCCOCc1cc2c(c(N=C=S)c1COC(C)=O)C(=O)N(CCC(=O)O)C2=O.C1CCOC1.C1CCOC1.C1CCOC1.C1CCOC1.C1CCOC1",
  "gap_ev": 8.71,
  "charge": 0,
  "spin_multiplicity": 1,
  "lumo_energy_ev": -0.5
}

***

| no. | calculated total energy (eV) |
| --- | --- |
| 1 | -48672.93120 |
| 2 | -10953.69124 |
| 3 | -217718.71291 |
| 4 | -79798.33777 |